{"formula": "Br2ClHNP", "method": "wB97M-V/def2-TZVPD", "e_lumo_ev": [-1.8, -1.6], "homo_lumo_gap_ev": [8.201, 8.014], "e_homo_ev": [-10.0, -9.7], "species": ["Br", "Br", "Cl", "P", "N", "H"], "coordinates": [[3.246, -1.656, -2.094], [1.185, 0.135, -4.335], [0.132, -2.715, -2.866], [1.077, -0.975, -2.373], [-0.030, -1.020, 0.112], [0.211, -2.027, 0.069]], "forces_ev_per_angstrom": [[-0.8, 0.2, -0.2], [0.0, -0.4, 0.4], [0.2, 0.0, -0.2], [0.7, 0.3, 0.0], [0.0, 0.0, 0.0], [0.0, -0.1, 0.1]], "nbo_charge": [-0.21, -0.18, -0.26, 0.69, -0.27, 0.23]}



{"formula": "C39H74F2N2O14S8", "method": "wB97M-V/def2-TZVPD", "e_lumo_ev": -1.6, "homo_lumo_gap_ev": 6.536, "e_homo_ev": -8.2, "species": ["S", "S", "S", "S", "S", "S", "S", "S", "F", "F", "O", "O", "O", "O", "O", "O", "O", "O", "O", "O", "O", "O", "O", "O", "N", "N", "C", "C", "C", "C", "C", "C", "C", "C", "C", "C", "C", "C", "C", "C", "C", "C", "C", "C", "C", "C", "C", "C", "C", "C", "C", "C", "C", "C", "C", "C", "C", "C", "C", "C", "C", "C", "C", "C", "C", "H", "H", "H", "H", "H", "H", "H", "H", "H", "H", "H", "H", "H", "H", "H", "H", "H", "H", "H", "H", "H", "H", "H", "H", "H", "H", "H", "H", "H", "H", "H", "H", "H", "H", "H", "H", "H", "H", "H", "H", "H", "H", "H", "H", "H", "H", "H", "H", "H", "H", "H", "H", "H", "H", "H", "H", "H", "H", "H", "H", "H", "H", "H", "H", "H", "H", "H", "H", "H", "H", "H", "H", "H", "H"], "coordinates": [[6.436, -2.646, -5.631], [-1.034, 8.493, -1.792], [-6.518, 0.446, 1.329], [-2.582, 6.052, 2.060], [-1.087, -7.968, -0.809], [-11.262, 1.435, 0.564], [-2.000, -4.792, 2.469], [9.835, -0.054, 2.038], [3.447, 5.580, 2.570], [2.805, 1.328, 3.980], [-0.928, -3.205, -0.277], [-2.107, 5.032, 1.068], [4.410, 0.681, -2.315], [6.612, -1.477, 0.054], [-0.021, -7.231, -1.564], [7.717, -2.610, 1.930], [7.480, -2.640, -4.553], [-0.615, 8.369, -0.357], [-5.796, 1.257, 0.295], [-10.004, 1.079, 1.300], [6.859, 4.283, 0.900], [-2.206, -5.772, 1.352], [5.395, 4.549, 3.581], [5.216, 1.505, 3.980], [8.769, 2.011, 0.024], [4.014, 2.975, 2.332], [-0.023, 9.792, -2.543], [-3.463, -1.552, 1.024], [-0.220, -4.672, 2.766], [-12.579, 1.611, 1.791], [6.310, 3.085, 0.694], [1.626, 1.373, -0.806], [6.006, -4.098, 0.765], [7.096, -5.213, 0.202], [7.589, -1.454, -1.053], [4.807, 2.595, 1.108], [7.284, -2.908, -7.207], [6.617, 1.018, -1.061], [-0.278, 7.124, -2.700], [-2.388, -5.643, 4.018], [-2.306, -3.216, -0.846], [-2.398, 5.332, 3.710], [-7.875, -0.413, 0.497], [-2.698, -0.268, 1.705], [4.073, 1.941, 3.433], [0.003, -3.970, -1.121], [-11.166, 3.191, 0.142], [6.831, -2.655, 0.912], [5.976, -0.926, -5.952], [7.384, -0.098, -1.987], [-3.192, 1.189, 1.113], [0.407, 2.387, -0.363], [4.147, 1.600, 0.171], [7.265, 1.989, -0.132], [-0.731, -9.736, -0.951], [-1.864, 2.141, 0.960], [9.196, 0.924, 0.770], [-2.569, -7.996, -1.846], [-3.110, -1.783, -0.574], [4.955, 1.087, -1.166], [2.639, 0.962, 0.437], [-7.567, 1.578, 2.273], [4.281, 4.379, 2.816], [-1.049, 1.591, -0.383], [-1.269, 7.282, 2.249], [-0.105, -3.654, -2.249], [-10.940, 3.778, 1.035], [-12.116, 3.515, -0.289], [0.605, 2.977, 0.637], [-0.734, 6.189, -2.363], [2.751, -0.203, 0.426], [8.098, -2.187, -7.318], [-2.952, -6.976, -1.933], [-0.215, 9.829, -3.618], [6.767, -0.391, -2.944], [0.796, 7.093, -2.505], [0.204, -5.669, 2.906], [5.306, -0.883, -6.815], [-1.618, 1.886, -1.390], [-12.785, 0.629, 2.224], [-1.381, 4.957, 3.843], [7.769, -4.646, -0.592], [5.458, -0.535, -5.073], [-8.475, 0.300, -0.072], [-7.451, -1.155, -0.184], [6.571, -2.798, -8.028], [7.496, -2.367, -1.795], [-6.925, 2.248, 2.850], [-3.459, -5.858, 4.037], [5.134, -4.003, -0.020], [8.423, 0.333, -2.387], [-8.497, -0.919, 1.239], [-2.392, -0.937, -0.997], [-13.483, 1.988, 1.305], [-0.598, -10.008, -2.001], [7.706, -5.612, 1.120], [2.182, 1.276, 1.471], [-3.001, -0.269, 2.860], [1.036, 9.596, -2.357], [0.316, 3.219, -1.213], [-0.826, 0.443, -0.355], [-1.175, 7.836, 1.312], [-3.127, -2.514, 1.639], [-1.513, -0.366, 1.646], [-2.102, 3.280, 0.761], [-4.649, -1.465, 1.110], [-2.322, -8.376, -2.840], [-2.303, -3.384, -2.015], [-0.322, 6.786, 2.472], [-2.622, 6.089, 4.465], [-0.038, -4.059, 3.652], [-8.187, 2.167, 1.592], [-0.462, 7.249, -3.770], [-0.276, -5.118, -1.045], [-2.134, -4.998, 4.862], [-1.551, -10.310, -0.515], [5.528, -4.403, 1.809], [6.491, -6.097, -0.284], [-10.370, 3.329, -0.594], [7.694, -3.920, -7.218], [-3.702, 1.018, 0.060], [0.246, -4.199, 1.898], [-2.987, -4.055, -0.377], [-1.829, -6.580, 4.079], [-0.297, 10.750, -2.094], [1.204, 0.367, -1.264], [2.190, 1.913, -1.703], [-12.265, 2.297, 2.581], [-3.923, 1.733, 1.859], [-1.530, 7.974, 3.053], [6.871, -0.329, -6.141], [-1.093, 2.026, 1.860], [-8.199, 1.006, 2.956], [-3.329, -8.628, -1.381], [0.190, -9.950, -0.403], [1.126, -3.817, -0.793], [8.715, -1.452, -0.664], [-3.104, 4.504, 3.809], [-4.087, -1.738, -1.223]], "forces_ev_per_angstrom": [[0.2, 0.1, 0.1], [0.2, -0.1, 0.1], [-0.2, 0.4, -0.3], [0.3, 0.2, 0.0], [0.1, 0.1, 0.0], [0.0, 0.1, 0.2], [0.2, -0.3, -0.3], [-2.2, 3.2, -4.8], [2.2, -4.7, 0.2], [3.7, 2.6, -2.4], [-0.9, -0.3, -1.7], [-0.1, 1.1, 0.4], [2.7, 2.4, 7.1], [1.3, -3.0, 0.5], [-0.4, -0.5, 0.1], [-5.5, 0.1, -6.7], [-0.3, 0.1, -0.4], [0.1, 0.3, -1.0], [-1.2, -0.3, 0.2], [-1.4, 0.4, -0.2], [-3.9, -7.2, -0.9], [0.1, 0.2, 0.6], [-8.5, -0.7, -5.5], [-8.6, 3.0, -4.2], [-0.3, -6.1, 3.9], [0.0, 0.7, 0.3], [0.1, 0.1, 0.1], [0.2, -0.4, -0.1], [0.1, -0.1, -0.1], [0.0, 0.0, 0.1], [3.3, 4.4, 0.5], [0.0, 0.5, -0.6], [-0.1, 0.7, -0.9], [-0.6, 0.6, 0.4], [1.8, 0.2, -1.7], [-1.2, -3.4, -3.7], [0.1, 0.0, 0.0], [0.3, 2.5, 1.9], [0.1, -0.1, 0.1], [0.0, -0.2, 0.0], [-1.5, 0.6, -0.3], [0.0, -0.2, 0.0], [0.2, -0.2, -0.3], [-0.9, 0.2, 0.7], [6.0, -3.0, 4.1], [-0.2, -1.1, -0.5], [0.1, 0.1, 0.0], [3.7, -0.3, 5.3], [0.1, 0.1, 0.0], [-0.4, 0.4, 0.6], [1.4, 0.2, 0.2], [-0.4, 0.0, -1.5], [0.8, 2.0, 2.2], [-2.6, -3.0, -2.3], [0.1, -0.1, -0.2], [0.1, -1.0, -1.7], [-0.3, 3.5, 0.8], [0.0, 0.0, -0.2], [1.2, 0.0, 0.0], [-0.1, -1.5, -3.9], [0.7, 0.1, -0.9], [0.3, 0.4, 0.1], [6.9, 1.9, 5.4], [0.8, 1.3, 0.9], [-0.1, 0.0, 0.1], [0.3, -0.5, 2.1], [0.0, -0.1, 0.0], [0.1, -0.1, 0.0], [-0.4, -1.4, -1.9], [0.0, 0.2, 0.1], [0.0, 2.2, 0.1], [-0.1, 0.0, 0.1], [0.2, -0.1, 0.1], [-0.1, -0.1, 0.1], [1.0, 0.8, 2.2], [-0.1, 0.1, 0.1], [-0.1, 0.0, 0.0], [0.0, -0.1, 0.1], [1.1, -0.8, 2.3], [0.1, 0.1, -0.1], [-0.1, 0.1, -0.1], [-1.3, -1.6, 1.7], [0.0, -0.1, -0.1], [0.3, -0.2, 0.2], [0.2, 0.1, 0.2], [0.0, 0.0, 0.1], [-0.1, 1.7, 1.7], [0.2, -0.2, -0.1], [0.1, 0.1, -0.1], [1.8, 0.0, 1.6], [-2.2, -1.0, 1.2], [0.1, 0.1, -0.1], [-1.6, -1.6, 1.0], [0.1, -0.1, 0.0], [0.0, 0.1, 0.1], [-1.0, 0.9, -2.0], [1.1, -0.4, -2.1], [0.8, -0.1, -2.3], [-0.1, -0.1, 0.0], [0.4, -1.6, 1.9], [-0.6, 2.1, 0.0], [-0.1, -0.3, 0.3], [-0.8, 2.0, -1.5], [-2.6, 0.0, 0.0], [0.4, -2.8, 0.7], [2.7, 0.0, 0.0], [0.1, 0.0, 0.1], [0.3, 0.3, 2.3], [-0.1, -0.1, 0.0], [0.0, 0.0, -0.1], [-0.1, 0.0, -0.1], [0.3, -0.2, 0.2], [0.0, 0.1, 0.1], [0.8, 2.4, -0.2], [0.0, 0.0, -0.1], [0.0, 0.1, 0.0], [1.3, 0.9, -2.2], [1.4, 1.8, 0.9], [-0.1, -0.1, 0.1], [-0.1, 0.1, 0.1], [1.2, 0.6, 2.4], [-0.3, 0.0, 0.0], [1.7, 1.3, -0.7], [0.0, 0.1, -0.1], [0.0, -0.2, 0.0], [0.7, 2.2, 1.0], [-0.8, -1.4, 2.1], [0.1, -0.1, -0.1], [1.3, -1.3, -1.6], [-0.1, -0.1, 0.0], [0.0, -0.1, 0.0], [-1.8, 0.2, -1.6], [0.1, 0.0, -0.2], [0.1, 0.1, 0.0], [-0.1, 0.2, 0.0], [-2.5, -0.1, -0.4], [-2.6, 0.0, -0.4], [0.1, 0.1, -0.1], [1.9, -0.3, 1.2]], "lowdin_charge": [0.82, 0.85, 0.81, 0.84, 0.81, 0.86, 0.82, 0.67, 0.02, -0.01, -0.29, -0.58, -0.02, -0.12, -0.56, -0.05, -0.57, -0.57, -0.56, -0.60, 0.00, -0.57, 0.05, 0.08, 0.06, 0.03, -0.27, -0.20, -0.24, -0.27, -0.10, -0.19, -0.14, -0.12, -0.17, -0.03, -0.27, -0.04, -0.26, -0.26, -0.21, -0.27, -0.27, -0.20, -0.15, -0.12, -0.26, -0.25, -0.27, -0.09, -0.22, -0.21, 0.03, -0.10, -0.27, -0.21, -0.52, -0.26, -0.15, -0.13, -0.11, -0.27, -0.14, -0.20, -0.26, 0.10, 0.06, 0.05, 0.11, 0.05, 0.13, 0.06, 0.05, 0.05, 0.09, 0.06, 0.06, 0.05, 0.13, 0.05, 0.06, 0.09, 0.04, 0.04, 0.05, 0.05, 0.13, 0.05, 0.05, 0.11, 0.14, 0.05, 0.10, 0.05, 0.05, 0.09, 0.10, 0.11, 0.06, 0.11, 0.08, -0.01, 0.06, 0.11, 0.07, 0.07, 0.06, 0.12, 0.06, 0.05, 0.06, 0.04, 0.05, 0.07, 0.05, 0.05, 0.13, 0.08, 0.06, 0.05, 0.10, 0.04, 0.11, 0.06, 0.05, 0.12, 0.11, 0.06, 0.10, 0.05, 0.06, 0.12, 0.05, 0.05, 0.05, 0.10, 0.13, 0.05, 0.11]}



{"formula": "C24H35N2O4PS2", "method": "wB97M-V/def2-TZVPD", "e_lumo_ev": -2.8, "homo_lumo_gap_ev": 2.757, "e_homo_ev": -5.6, "species": ["S", "S", "P", "O", "O", "O", "O", "N", "N", "C", "C", "C", "C", "C", "C", "C", "C", "C", "C", "C", "C", "C", "C", "C", "C", "C", "C", "C", "C", "C", "C", "C", "C", "H", "H", "H", "H", "H", "H", "H", "H", "H", "H", "H", "H", "H", "H", "H", "H", "H", "H", "H", "H", "H", "H", "H", "H", "H", "H", "H", "H", "H", "H", "H", "H", "H", "H", "H"], "coordinates": [[-6.304, -3.164, -0.882], [-9.178, -3.739, -1.582], [-5.022, -9.211, -0.425], [-5.225, -3.446, -1.800], [-6.838, -1.820, -0.740], [-8.954, -2.919, -2.750], [-10.084, -4.867, -1.603], [-3.912, -8.512, 0.627], [-5.986, -9.783, 0.827], [-6.929, -10.829, 0.402], [-8.011, -10.163, -0.461], [-3.909, -9.197, 1.941], [-9.540, -1.241, -0.419], [-6.150, -11.863, -0.430], [-2.776, -7.155, -1.047], [-4.539, -5.260, 2.087], [-10.266, -0.925, 1.876], [-9.825, -0.397, 0.658], [-2.605, -8.276, -0.012], [-10.205, -3.144, 0.921], [-7.324, -5.706, -0.984], [-5.202, -10.011, 2.052], [-9.667, -2.620, -0.253], [-6.051, -3.649, 3.135], [-4.768, -4.655, 0.852], [-10.474, -2.299, 1.992], [-7.559, -11.454, 1.627], [-2.200, -9.581, -0.722], [-7.599, -4.295, -1.161], [-1.594, -7.858, 1.032], [-5.717, -3.624, 0.751], [-6.313, -3.069, 1.887], [-5.184, -4.750, 3.231], [-6.990, -2.218, 1.811], [-8.005, -6.334, -1.571], [-5.000, -5.242, 4.191], [-3.819, -8.508, 2.797], [-10.471, -0.263, 2.722], [-4.244, -5.001, -0.033], [-3.052, -9.893, 2.044], [-5.348, -12.261, 0.216], [-8.547, -9.394, 0.124], [-5.742, -9.742, 2.974], [-9.694, 0.678, 0.517], [-3.595, -7.349, -1.770], [-6.837, -12.065, 2.178], [-10.401, -4.213, 0.984], [-5.690, -11.382, -1.321], [-2.157, -10.383, 0.033], [-7.464, -5.736, 0.068], [-7.608, -9.712, -1.391], [-8.022, -10.692, 2.271], [-1.823, -7.071, -1.591], [-4.929, -11.080, 2.160], [-8.340, -12.128, 1.267], [-6.840, -12.651, -0.758], [-0.686, -7.570, 0.496], [-3.883, -6.146, 2.154], [-1.324, -8.693, 1.684], [-6.343, -6.103, -1.304], [-9.233, -0.806, -1.378], [-1.934, -6.992, 1.615], [-10.850, -2.724, 2.916], [-2.958, -9.863, -1.485], [-8.739, -10.945, -0.733], [-6.544, -3.268, 4.038], [-1.235, -9.441, -1.222], [-2.951, -6.187, -0.553]], "forces_ev_per_angstrom": [[-2.2, -0.7, -0.5], [2.6, 0.6, 0.2], [-0.8, 1.8, 2.8], [0.7, 0.1, 0.3], [0.6, -0.3, -0.2], [-1.3, 0.4, -0.2], [-0.2, 0.0, 0.0], [-0.9, -1.9, -0.7], [1.9, 0.0, -1.3], [-0.6, 0.3, -0.7], [-0.4, -0.1, 0.1], [0.2, 0.0, 0.7], [0.0, 0.2, 0.1], [-0.1, 0.0, 0.3], [0.4, 0.2, -0.1], [-0.2, 0.3, 0.3], [0.1, 0.2, -0.2], [0.0, -0.2, -0.1], [0.0, 0.5, -0.8], [0.3, 0.0, -0.1], [0.0, -1.3, -0.4], [0.1, -0.2, 0.8], [-0.7, 0.1, -0.4], [0.3, -0.3, -0.1], [-0.5, 0.0, 0.4], [0.0, 0.0, -0.1], [-0.3, -0.4, -0.1], [0.1, 0.1, 0.2], [0.4, 2.7, -0.6], [0.5, 0.1, -0.1], [0.4, -0.1, 0.0], [0.1, -0.5, 0.3], [0.1, -0.2, -0.3], [0.1, -0.3, -0.2], [-0.4, 0.2, 0.5], [-0.1, 0.3, -0.2], [-0.1, 0.1, -0.6], [0.1, -0.2, -0.3], [-0.4, 0.2, 0.0], [-0.3, 0.5, -0.3], [-0.2, -0.2, -0.4], [0.3, -0.2, -0.4], [-0.1, 0.0, -0.6], [-0.1, -0.3, 0.2], [0.4, 0.1, 0.3], [-0.2, 0.2, 0.1], [0.1, 0.2, 0.0], [-0.4, -0.4, 0.4], [0.2, 0.1, -0.4], [0.1, -2.0, 1.3], [-0.2, -0.2, 0.5], [0.2, -0.3, -0.1], [-0.4, 0.0, 0.0], [-0.3, 0.4, -0.2], [0.0, 0.0, 0.2], [0.4, 0.0, 0.0], [0.0, 0.1, 0.2], [-0.3, 0.6, 0.1], [0.0, 0.2, 0.1], [0.1, 0.6, 0.3], [0.0, -0.5, 0.5], [0.1, -0.3, -0.1], [0.0, 0.1, 0.0], [0.6, 0.2, 0.2], [0.2, 0.4, -0.1], [0.3, -0.1, -0.4], [-0.1, -0.3, 0.1], [0.0, -0.5, -0.2]], "nbo_charge": [2.20, 2.19, 1.45, -0.97, -0.97, -0.95, -0.97, -0.73, -0.73, 0.12, -0.62, -0.24, -0.19, -0.62, -0.62, -0.26, -0.22, -0.22, 0.12, -0.23, -0.63, -0.23, -0.21, -0.22, -0.15, -0.24, -0.63, -0.62, -0.97, -0.63, -0.32, -0.18, -0.22, 0.25, 0.23, 0.20, 0.23, 0.21, 0.21, 0.20, 0.21, 0.24, 0.23, 0.21, 0.22, 0.21, 0.23, 0.21, 0.21, 0.20, 0.22, 0.23, 0.23, 0.20, 0.23, 0.24, 0.24, 0.18, 0.21, 0.19, 0.25, 0.24, 0.21, 0.21, 0.23, 0.22, 0.24, 0.24]}